No. 1
Density functional theory data (ωB97M-V/def2-TZVPD) for a 6-piece molecular cluster, C18H41BNO19P2 overall.

Computed properties:
net charge: +1
E_LUMO: -4.4007 eV
F_max: 0.75 eV/A
gap between HOMO and LUMO: 7.43 eV
calculated total energy: -78972.4755 eV

Element x y z (Å)
C 1.3512 5.8438 -0.7397
B -0.1788 5.9939 -0.6616
O -1.0393 4.9802 -0.5067
P -1.0153 7.8361 -0.7188
C -2.5650 7.8277 -1.6736
C -2.4591 7.0659 -2.9974
O -3.4315 6.7379 -3.5990
P 0.2591 9.5050 -1.5118
N -0.0367 9.7369 -2.9856
O 0.0097 10.7246 -0.5443
O 1.7563 9.1444 -1.1498
H 1.8810 6.5847 -0.1380
H 1.6490 6.0012 -1.7839
H 1.6715 4.8515 -0.4270
H -1.8909 4.9707 -0.9548
H -1.4038 8.1005 0.6016
H -3.3317 7.3555 -1.0561
H -2.8868 8.8522 -1.8742
H -1.4394 6.8363 -3.3784
H -0.7579 9.2172 -3.4582
H -0.0127 10.5496 0.4036
H 2.1521 8.5207 -1.7731
C -2.4976 -1.0849 -2.5119
O -3.0624 -0.0177 -1.7269
C -2.2581 0.4472 -0.7822
O -1.1472 0.0571 -0.5323
O -2.8820 1.4420 -0.1410
C -2.1172 2.0032 0.9293
H -3.2690 -1.3583 -3.2245
H -1.6070 -0.7396 -3.0315
H -2.2505 -1.9345 -1.8791
H -1.1785 2.4076 0.5545
H -1.9154 1.2621 1.7001
H -2.7308 2.7990 1.3435
C 5.9036 0.1182 0.1071
O 4.8190 -0.2930 0.9495
C 3.6236 -0.2949 0.3589
O 3.4030 0.0237 -0.7813
O 2.7227 -0.7002 1.2484
C 1.3809 -0.7813 0.7410
H 6.7905 0.0618 0.7311
H 5.9996 -0.5516 -0.7445
H 5.7513 1.1380 -0.2406
H 1.3241 -1.5055 -0.0682
H 1.0439 0.1871 0.3872
H 0.7709 -1.1084 1.5772
C 5.0276 -1.5943 3.8575
O 5.6295 -2.8707 4.1110
C 6.9571 -2.8403 4.1779
O 7.6491 -1.8637 4.0367
O 7.3954 -4.0729 4.4250
C 8.8192 -4.1860 4.5232
H 3.9578 -1.7741 3.8131
H 5.2581 -0.9031 4.6669
H 5.3717 -1.1858 2.9121
H 9.1967 -3.5703 5.3371
H 9.2920 -3.8869 3.5899
H 9.0145 -5.2346 4.7239
C -5.8342 -6.2789 1.8943
O -5.7089 -5.3606 0.8000
C -5.1180 -4.2135 1.1064
O -4.6890 -3.8970 2.1857
O -5.0687 -3.4587 0.0044
C -4.4434 -2.1886 0.1941
H -6.3288 -7.1525 1.4830
H -4.8528 -6.5473 2.2810
H -6.4339 -5.8427 2.6902
H -3.4089 -2.3152 0.5159
H -4.9850 -1.5997 0.9325
H -4.4853 -1.6937 -0.7691
C -1.7540 -8.5057 -4.0106
O -1.2855 -7.6108 -2.9942
C -2.2526 -7.0213 -2.2962
O -3.4349 -7.1754 -2.4546
O -1.6870 -6.2253 -1.3867
C -2.6221 -5.5255 -0.5607
H -0.8610 -8.9013 -4.4836
H -2.3359 -9.3124 -3.5698
H -2.3622 -7.9723 -4.7383
H -3.2395 -6.2227 0.0022
H -3.2573 -4.8764 -1.1600
H -2.0188 -4.9330 0.1230


No. 2
Density functional theory data (ωB97M-V/def2-TZVPD) for C18H41O14PS as an isolated structure.

Computed properties:
net charge: 0
E_LUMO: 0.2044 eV
F_max: 0.79 eV/A
gap between HOMO and LUMO: 9.40 eV
calculated total energy: -68118.8306 eV

Element x y z (Å)
C -2.7408 2.8065 0.5179
C -2.7683 3.4031 -0.8849
O -1.9190 4.5357 -0.9687
C -2.5071 2.3459 -1.9882
C -1.0718 2.2655 -2.4172
O -0.8251 1.5063 -3.6361
S 0.7407 1.6731 -3.8919
O 0.9994 2.9047 -4.5441
O 1.2411 0.4499 -4.4055
O 1.1703 1.8282 -2.3486
C -0.0103 1.6718 -1.5058
C -0.1671 0.1813 -1.2213
P 1.1594 -0.3605 -0.1279
O 1.4551 0.6585 0.8995
O 2.3983 -0.7395 -1.0478
O 0.6920 -1.7626 0.4706
H -3.3597 1.9126 0.5868
H -1.7132 2.5455 0.7974
H -3.0762 3.5538 1.2362
H -3.7649 3.8047 -1.0712
H -1.0390 4.3132 -0.6439
H -2.8775 1.3784 -1.6378
H -3.1015 2.5929 -2.8698
H -0.7243 3.2784 -2.6466
H 0.1230 2.1992 -0.5628
H -1.1222 -0.0508 -0.7453
H -0.1235 -0.3876 -2.1501
H 3.0298 -0.0051 -1.0267
H 0.5654 -1.6355 1.4220
C 3.1964 2.7200 2.5643
O 3.2379 2.3562 3.9280
C 2.9054 0.9944 4.1177
C 3.2783 0.5462 5.5124
O 4.6554 0.2395 5.6673
C 5.5341 1.3437 5.8080
C 5.5355 1.9503 7.1929
O 4.4288 2.8159 7.3633
C 4.2294 3.1593 8.7135
H 2.2072 2.5471 2.1362
H 3.4438 3.7790 2.5054
H 3.9326 2.1498 1.9855
H 3.4300 0.3713 3.3822
H 1.8242 0.8595 3.9715
H 2.7554 -0.3921 5.7098
H 2.9512 1.2827 6.2501
H 5.3307 2.1108 5.0574
H 6.5316 0.9388 5.6257
H 6.4661 2.5188 7.3339
H 5.5036 1.1455 7.9390
H 4.0048 2.2736 9.3197
H 3.3835 3.8423 8.7573
H 5.1106 3.6591 9.1339
C -6.3932 -3.7301 -3.0377
O -5.0280 -4.0220 -3.2193
C -4.8324 -5.2946 -3.8091
C -3.4096 -5.4493 -4.2961
O -3.1618 -4.8286 -5.5465
C -2.9761 -3.4223 -5.5269
C -1.6044 -2.9941 -5.0586
O -1.5287 -3.0255 -3.6437
C -0.1995 -2.9208 -3.1879
H -6.8789 -4.4727 -2.3931
H -6.4600 -2.7534 -2.5624
H -6.9228 -3.6962 -3.9970
H -5.5186 -5.4272 -4.6555
H -5.0425 -6.0754 -3.0641
H -3.2352 -6.5135 -4.4670
H -2.7066 -5.1045 -3.5343
H -3.7506 -2.9288 -4.9350
H -3.0838 -3.1060 -6.5661
H -1.4054 -1.9720 -5.4106
H -0.8490 -3.6626 -5.4906
H 0.4111 -3.7653 -3.5264
H -0.2282 -2.9252 -2.0983
H 0.2647 -1.9898 -3.5369


No. 3
Density functional theory data (ωB97M-V/def2-TZVPD) for a 5-piece molecular cluster, C18H42BNO21P4 overall.

Computed properties:
net charge: 0
E_LUMO: -1.9806 eV
F_max: 8.73 eV/A
SMILES: [H]/N=C\CC1=C(B(O)O)C(=O)OC1=O.COP(=O)(OC)OC.COP(=O)(OC)OC.COP(=O)(OC)OC.COP(=O)(OC)OC
gap between HOMO and LUMO: 7.74 eV
calculated total energy: -101669.1262 eV

Element x y z (Å)
N -4.1734 5.7357 -0.1140
C -3.6529 4.9669 -0.9682
C -3.6622 3.4369 -0.9015
C -2.3516 3.0429 -0.2892
C -1.1812 2.9545 -0.9292
B -0.8365 3.1719 -2.4450
O -0.8383 2.0688 -3.2666
O -0.5403 4.3758 -2.9825
C -0.2060 2.5550 0.1503
O 0.9696 2.4796 -0.0040
O -0.8888 2.2719 1.2968
C -2.1971 2.7144 1.1548
O -2.9799 2.7692 2.0301
H -4.6229 5.1765 0.6142
H -3.1045 5.3746 -1.8183
H -3.7532 3.0406 -1.9119
H -4.5078 3.1417 -0.2839
H -1.2996 1.3802 -2.7703
H -0.3427 4.2397 -3.9193
C -7.3404 -0.3554 -4.2086
O -6.3923 -1.4088 -4.3733
P -4.7848 -1.1065 -4.2043
O -4.9689 0.3387 -3.8034
O -4.3523 -1.2735 -5.7342
C -5.1943 -1.7914 -6.7693
O -3.1920 -1.0854 -3.6986
C -2.9869 -1.1681 -2.2857
H -8.3222 -0.8021 -4.3690
H -7.3045 0.0638 -3.2083
H -7.1677 0.4210 -4.9499
H -5.9145 -1.0340 -7.0762
H -5.7074 -2.6975 -6.4613
H -4.5520 -2.0219 -7.6159
H -3.4022 -2.0921 -1.8850
H -3.4447 -0.3100 -1.7869
H -1.9152 -1.1606 -2.0923
C 2.7980 -2.3434 -5.7577
O 2.5030 -0.9702 -5.4919
P 1.6490 -0.1352 -6.5824
O 1.2834 -1.1080 -7.6361
O 2.8460 0.8582 -7.0061
C 4.1712 0.8197 -6.4852
O 0.5835 1.0785 -6.7706
C -0.7584 0.8352 -6.3008
H 3.3729 -2.7065 -4.9068
H 1.8915 -2.9354 -5.8480
H 3.3969 -2.4304 -6.6614
H 4.7295 -0.0021 -6.9360
H 4.1819 0.7325 -5.4024
H 4.6517 1.7548 -6.7657
H -0.7506 0.5936 -5.2418
H -1.2203 0.0220 -6.8622
H -1.3399 1.7401 -6.4515
C 2.2565 1.5938 3.8819
O 1.3982 2.2657 4.8112
P 1.0595 1.5582 6.2241
O 1.8552 0.3053 6.2388
O -0.4998 1.3299 5.8799
C -1.1338 1.7090 4.6591
O 0.6359 1.7623 7.7873
C 1.6608 2.2353 8.6818
H 2.3413 2.2449 3.0132
H 3.2469 1.4312 4.2983
H 1.8124 0.6472 3.5816
H -0.8769 1.0005 3.8710
H -0.8688 2.7178 4.3595
H -2.2087 1.6655 4.8198
H 2.0519 3.1991 8.3563
H 2.4729 1.5097 8.7473
H 1.2088 2.3550 9.6623
C 3.9697 -5.6127 7.7141
O 3.6944 -4.9373 6.4865
P 4.9168 -4.2277 5.6984
O 6.1357 -4.5634 6.4713
O 4.4087 -2.7221 5.9041
C 3.2271 -2.3272 6.6202
O 5.4933 -3.8273 4.2202
C 5.9292 -4.9117 3.3842
H 3.0193 -6.0100 8.0687
H 4.6632 -6.4368 7.5697
H 4.3636 -4.9122 8.4469
H 3.4077 -2.3924 7.6951
H 2.3678 -2.9323 6.3453
H 3.0183 -1.2886 6.3674
H 5.1195 -5.6195 3.2032
H 6.7752 -5.4277 3.8411
H 6.2411 -4.4879 2.4334


No. 4
Density functional theory data (ωB97M-V/def2-TZVPD) for C18H42Br2F3INO6 as an isolated structure.

Computed properties:
net charge: +1
E_LUMO: -5.5571 eV
F_max: 8.04 eV/A
gap between HOMO and LUMO: 6.01 eV
calculated total energy: -189445.4893 eV

Element x y z (Å)
C 1.6859 1.4548 0.2665
C 1.2866 2.6687 -0.0943
N 0.4444 3.8405 -0.4422
I 1.8089 5.4019 -0.8296
C -0.4494 4.3497 0.6572
C -1.2531 3.2322 1.4908
C -2.5824 2.6558 0.7788
F -3.8123 3.3517 1.1732
Br -2.8136 0.7795 1.5037
C -2.4934 2.4946 -0.8269
F -2.5379 3.7455 -1.5612
F -1.4014 1.6182 -1.2575
Br -4.1705 1.5088 -1.3832
H 1.9512 0.3445 0.4978
H -0.0373 3.7025 -1.3662
H 0.1813 5.0088 1.3785
H -1.2505 5.0573 0.1832
H -0.6334 2.3289 1.8426
H -1.6179 3.7582 2.4709
C 4.6760 -0.5584 -3.4094
C 3.9307 0.2063 -2.3346
O 4.0520 1.6056 -2.5579
H 5.7335 -0.2797 -3.4154
H 4.5961 -1.6362 -3.2479
H 4.2777 -0.3202 -4.4005
H 4.3459 -0.0178 -1.3485
H 2.8681 -0.0585 -2.3305
H 3.6740 1.7966 -3.4307
C -4.8103 -3.7142 3.5002
C -3.7747 -2.7657 2.9329
O -4.1609 -2.3461 1.6303
H -4.9257 -4.5889 2.8536
H -4.5251 -4.0500 4.5006
H -5.7892 -3.2291 3.5572
H -2.8033 -3.2607 2.8565
H -3.6628 -1.8808 3.5691
H -5.0196 -1.9008 1.7095
C -7.9692 -0.1286 3.8123
C -7.4903 -0.3590 2.3931
O -7.4389 -1.7535 2.1164
H -7.3021 -0.6190 4.5270
H -8.0093 0.9391 4.0421
H -8.9647 -0.5580 3.9592
H -6.4864 0.0520 2.2566
H -8.1598 0.1185 1.6711
H -8.3330 -2.1072 2.2315
C 4.9638 4.6149 -6.7301
C 4.2056 4.6206 -5.4183
O 3.8102 3.2976 -5.0759
H 4.3438 4.2007 -7.5300
H 5.2695 5.6264 -7.0084
H 5.8553 3.9846 -6.6590
H 3.3045 5.2334 -5.5003
H 4.8247 5.0228 -4.6102
H 4.6151 2.7637 -4.9971
C 7.4269 -0.6617 0.7590
C 6.0708 -1.1348 1.2425
O 5.5802 -2.1644 0.3932
H 7.3599 -0.2879 -0.2667
H 7.8141 0.1342 1.4001
H 8.1444 -1.4877 0.7509
H 5.3515 -0.3117 1.2283
H 6.1327 -1.5216 2.2644
H 6.2183 -2.8923 0.4183
C -0.9043 -6.7364 0.9965
C -1.6593 -5.9857 2.0748
O -1.5468 -4.5832 1.8652
H 0.1515 -6.4509 0.9974
H -0.9780 -7.8162 1.1482
H -1.2997 -6.4923 0.0058
H -1.2473 -6.2154 3.0604
H -2.7195 -6.2575 2.0718
H -1.9219 -4.3869 0.9937


No. 5
Density functional theory data (ωB97M-V/def2-TZVPD) for C18H42ClN6O11V as an isolated structure.

Computed properties:
net charge: +2
E_LUMO (spin up / spin down): -5.7299 / -9.4108 eV
F_max: 6.19 eV/A
expectation value of S²: 2.08
spin multiplicity: 3
gap between HOMO and LUMO (spin up / spin down): 8.31 / 4.64 eV
calculated total energy: -88996.3113 eV

Element x y z (Å)
O -0.3662 -1.7127 -0.0738
V 0.1612 -0.1837 -0.0530
Cl -0.5870 -4.0423 -3.5311
O 0.7563 -3.6527 -3.7975
O -1.4851 -3.3562 -4.4434
O -0.7210 -5.4625 -3.7157
O -0.9822 -3.6593 -2.1916
C -2.4740 -0.1722 2.4891
O -1.5228 0.0180 1.7461
N -3.0485 -1.4027 2.7285
C -4.0663 -1.6140 3.6335
C -2.6425 -2.5307 2.0068
H -3.0455 0.6067 3.0171
H -4.8807 -2.1732 3.1730
H -4.3860 -0.6766 4.0885
H -3.6135 -2.2898 4.3590
H -2.1287 -2.4121 1.0528
H -2.1307 -3.2807 2.6098
H -3.5715 -3.0183 1.7112
C -2.9455 1.6867 -0.4753
O -1.9639 1.0024 -0.9001
N -4.2442 1.3180 -0.7507
C -4.5254 0.2500 -1.7294
C -5.2340 2.0580 -0.0809
H -2.8008 2.5632 0.1751
H -5.2934 -0.3089 -1.1948
H -3.6639 -0.4070 -1.8493
H -4.9717 0.6686 -2.6314
H -5.9553 2.2744 -0.8688
H -5.6500 1.4417 0.7162
H -4.8885 3.0180 0.3025
C 1.3500 0.4927 3.0965
O 1.0491 -0.0025 1.9875
N 0.9564 -0.0590 4.2397
C 0.0671 -1.3137 4.3667
C 1.4443 0.4219 5.5909
H 1.9044 1.4439 3.1029
H 0.5487 -2.1217 4.9174
H 0.0145 -1.6185 3.3215
H -0.9159 -1.0689 4.7689
H 0.8225 0.2607 6.4715
H 2.2808 -0.2485 5.7883
H 1.9195 1.4012 5.5337
C 3.0445 -1.7331 -0.6674
O 2.2278 -0.8198 -0.5065
N 3.8974 -2.0739 0.3663
C 3.8212 -1.3783 1.6161
C 4.7941 -3.1916 0.1489
H 3.2608 -2.2047 -1.6384
H 3.3048 -0.4185 1.6056
H 4.8849 -1.2414 1.8111
H 3.5132 -2.0031 2.4545
H 4.3972 -3.9056 0.8706
H 4.8689 -3.5487 -0.8782
H 5.7442 -2.7630 0.4675
C -0.0039 -0.1856 -3.4492
O 0.1469 -0.2614 -2.2934
N 0.9517 0.2189 -4.3188
C 0.6175 0.5350 -5.7595
C 2.4262 0.5000 -3.9894
H -0.9751 -0.3745 -3.9322
H -0.4299 0.2606 -5.8852
H 1.3044 0.0370 -6.4438
H 0.6787 1.6160 -5.8858
H 3.1916 -0.0936 -4.4894
H 2.6624 1.5058 -4.3368
H 2.7282 0.5919 -2.9462
C 0.6949 3.0854 -0.2128
O 0.7830 1.8554 -0.1516
N 1.5780 3.9314 -0.8017
C 1.3434 5.3659 -0.7326
C 2.7921 3.4020 -1.5122
H 0.0187 3.8137 0.2610
H 0.9830 5.8097 0.1954
H 0.7706 5.6765 -1.6064
H 2.2380 5.9727 -0.8727
H 3.7310 3.6265 -1.0062
H 2.6617 2.3391 -1.7155
H 2.7777 3.9156 -2.4735


No. 6
Density functional theory data (ωB97M-V/def2-TZVPD) for C18H42F12N2O22S4Tl as an isolated structure.

Computed properties:
net charge: +1
E_LUMO: -9.1124 eV
F_max: 3.36 eV/A
energy relative to the best compared isomer or geometry (same formula, charge and spin): 0.0 kcal/mol
gap between HOMO and LUMO: 2.28 eV
calculated total energy: -147997.1448 eV

Element x y z (Å)
Tl -1.7856 1.3407 -1.4077
C 2.1825 0.3559 -3.7284
F 2.3479 0.0024 -2.4844
F 3.3246 0.6564 -4.3182
F 1.6381 -0.5488 -4.5302
S 1.2016 2.0306 -3.7756
O 2.1168 3.0831 -4.1449
O 0.0566 1.7299 -4.5873
N 0.7225 2.2571 -2.1135
S 1.8986 2.9413 -1.2356
O 1.5084 2.7034 0.1343
O 3.2092 2.4363 -1.5782
C 1.8382 4.8618 -1.4655
F 1.3475 5.1429 -2.6579
F 1.0010 5.2814 -0.5344
F 3.0001 5.4507 -1.2811
C 1.7533 -1.2603 0.6378
F 2.1448 -2.1680 1.5226
F 2.2031 -0.0664 0.9459
F 2.2860 -1.6945 -0.4971
S -0.1297 -1.2622 0.3806
O -0.3163 -1.1479 -1.0494
O -0.7316 -2.3867 1.0237
N -0.6479 0.3471 0.9318
S -0.7668 0.3433 2.5378
O -2.1315 0.5804 2.9528
O -0.0498 -0.7118 3.2387
C 0.1630 1.9125 3.0585
F 1.4280 1.8218 2.7048
F -0.3741 2.9956 2.4535
F 0.0208 2.1460 4.3456
C 0.6183 -5.4619 -0.2396
C 0.5554 -5.4395 1.2748
O 0.1607 -6.7260 1.7238
O 1.2705 -4.3064 -0.7827
H -0.3729 -5.5990 -0.6807
H 1.1619 -6.3777 -0.4871
H -0.1321 -4.7129 1.7119
H 1.5489 -5.3695 1.7292
H 0.5586 -7.0406 2.5334
H 1.5398 -4.6272 -1.6492
C 5.4367 -1.6021 -2.9709
C 5.7457 -2.1289 -1.5772
O 6.5558 -3.2971 -1.5245
O 4.8730 -2.7002 -3.6720
H 6.2461 -1.2150 -3.5932
H 4.7063 -0.8116 -2.7987
H 4.8482 -2.3102 -0.9746
H 6.1396 -1.3159 -0.9516
H 7.2422 -3.0524 -0.8991
H 5.2982 -3.5202 -3.4033
C -4.6375 0.6568 0.9013
C -4.0113 -0.6641 0.4191
O -3.5797 -0.7405 -0.9551
O -3.8361 1.7227 0.4647
H -4.8031 0.7091 1.9737
H -5.5297 0.8361 0.2925
H -4.7329 -1.4658 0.5996
H -3.1981 -0.9947 1.0707
H -3.6116 -1.6690 -1.2065
H -4.2512 2.4768 0.9222
C -2.5401 4.8607 -0.4507
C -2.1562 5.1254 -1.8818
O -2.2350 3.9731 -2.7489
O -1.6467 3.8866 0.0946
H -3.5885 4.5735 -0.3376
H -2.4297 5.7730 0.1379
H -1.1161 5.4562 -1.9075
H -2.7608 5.9456 -2.2734
H -2.2780 4.3601 -3.6299
H -1.3490 4.0664 0.9925
C -2.1517 -1.7585 -5.6420
C -2.5534 -1.7050 -4.1765
O -1.5908 -0.9348 -3.4193
O -1.0558 -2.6421 -5.7615
H -1.8640 -0.7594 -5.9835
H -2.9895 -2.0516 -6.2793
H -2.5844 -2.7484 -3.8547
H -3.5105 -1.2062 -4.0375
H -0.7551 -1.1618 -3.8533
H -0.3689 -2.3250 -6.3517
C -4.6745 4.0999 3.6660
C -3.2372 3.9047 4.1512
O -2.4220 4.8394 3.4242
O -4.9911 3.1015 2.6837
H -4.7518 5.1370 3.3435
H -5.3809 3.9657 4.4861
H -2.8543 2.9118 3.9057
H -3.0329 4.2407 5.1714
H -1.5019 4.7553 3.6834
H -5.4314 2.3864 3.1482
C 2.2296 -2.6898 5.4770
C 2.8897 -3.3957 4.3199
O 4.0568 -4.1242 4.6465
O 1.5849 -3.5809 6.4316
H 1.4216 -2.0253 5.1759
H 3.0145 -2.1701 6.0366
H 2.9225 -2.7157 3.4688
H 2.1834 -4.1792 4.0294
H 4.8577 -3.5937 4.6101
H 2.3730 -4.0226 6.7750


- Which value of F_max does entry 2 give?
  0.79 eV/A